P) The molecule C4H7NO. Source: the OMol25 dataset; level of theory: the ωB97M-V functional and the def2-TZVPD basis.

The geometry in ORCA input format:
```
! RIJCOSX wB97M-V def2-TZVPD def2/J DEFGRID3
* xyz 0 1
O 0.3569 0.8793 1.2322
N -1.4587 0.2859 -0.7377
C -0.2437 -0.3930 -0.6741
C -2.1445 0.5561 0.3354
C 0.6529 0.0620 0.3464
C 2.0775 -0.4974 0.2792
H -1.9277 -0.0559 1.2007
H -1.7409 0.7271 -1.6150
H 0.0607 -1.0003 -1.5209
H 2.6636 -0.0222 1.0695
H -2.8756 1.3608 0.3362
H 2.0404 -1.5811 0.4475
H 2.5390 -0.3212 -0.6994
*
```

Output
- molar mass (g mol⁻¹) = 85.11
- orbital gap (spin up / spin down) (Eh) = 0.2908 / 0.2907

=====

Q) The molecule C4H7NO. Source: the OMol25 dataset; level of theory: the ωB97M-V functional and the def2-TZVPD basis.

The geometry in ORCA input format:
```
! RIJCOSX wB97M-V def2-TZVPD def2/J DEFGRID3
* xyz 0 1
O 1.1621 0.5418 -1.7225
N 2.0319 0.3124 0.3580
C 1.0520 0.1239 -0.5849
C -1.5300 -0.2241 -0.6150
C -1.1427 0.2812 0.7443
C -0.1815 -0.5639 -0.0527
H -1.6087 -0.1526 1.6248
H 2.0383 -0.2255 1.2113
H -1.5845 0.4963 -1.4268
H -2.2700 -1.0179 -0.6846
H -0.0192 -1.5754 0.3137
H -0.8691 1.3271 0.8379
H 2.9051 0.7240 0.0611
*
```

Output
- SMILES = NC(=O)C1CC1
- molar mass (g mol⁻¹) = 85.11
- orbital gap (Eh) = 0.3942

=====

R) The molecule C4H7NO. Source: the OMol25 dataset; level of theory: the ωB97M-V functional and the def2-TZVPD basis.

The geometry in ORCA input format:
```
! RIJCOSX wB97M-V def2-TZVPD def2/J DEFGRID3
* xyz 0 1
O -1.8095 -0.6452 1.0225
N -1.6293 1.2704 -1.8094
C -0.8284 -0.4514 0.0302
C 1.5739 0.3518 -0.2444
C 0.4277 0.0754 0.7214
C -1.2871 0.5134 -1.0055
H 1.2718 1.0625 -1.0221
H 1.9175 -0.5658 -0.7354
H 0.1509 0.9873 1.2613
H 0.7138 -0.6719 1.4701
H -2.6153 -0.9788 0.6066
H -0.5922 -1.3965 -0.4850
H 2.4231 0.7854 0.2915
*
```

Output
- SMILES = CC[C@@H](O)C#N
- molar mass (g mol⁻¹) = 85.11
- orbital gap (Eh) = 0.4446

=====

S) The molecule C4H7NO. Source: the OMol25 dataset; level of theory: the ωB97M-V functional and the def2-TZVPD basis.

The geometry in ORCA input format:
```
! RIJCOSX wB97M-V def2-TZVPD def2/J DEFGRID3
* xyz 0 1
O 1.0404 -0.7273 1.0355
N -1.1789 0.9295 0.4643
C -1.8132 -0.2598 -0.1047
C 1.8274 0.2430 0.3515
C 0.7538 -0.4812 -0.3374
C -0.5387 0.2440 -0.6442
H 2.8712 -0.0252 0.1899
H -1.6449 -1.2444 0.2920
H -0.6891 0.6915 1.3253
H -2.7621 -0.0560 -0.6114
H 1.6532 1.2751 0.6580
H 1.0483 -1.2994 -0.9984
H -0.5673 0.7102 -1.6204
*
```

Output
- SMILES = C1N[C@H]1[C@H]1CO1
- molar mass (g mol⁻¹) = 85.11
- orbital gap (Eh) = 0.3970

=====

Short version: Q), R), P), S), most stable first.

=====

P) The molecule C4H7NO. Source: the OMol25 dataset; level of theory: the ωB97M-V functional and the def2-TZVPD basis.

The geometry in ORCA input format:
```
! RIJCOSX wB97M-V def2-TZVPD def2/J DEFGRID3
* xyz 0 1
O -0.7568 2.3276 0.0934
N -1.7044 0.1679 -0.0538
C 0.3406 0.0858 -0.4149
C 1.6066 0.0139 0.4185
C -0.7342 1.1336 -0.0729
C -0.7869 -0.9572 -0.2016
H 2.3359 -0.6574 -0.0465
H 1.4103 -0.3526 1.4325
H -0.6718 -1.5484 0.7154
H 2.0745 0.9993 0.5059
H -2.6921 0.2214 0.1449
H 0.5825 0.1862 -1.4770
H -1.0042 -1.6201 -1.0439
*
```

Output
- SMILES = C[C@H]1CNC1=O
- molar mass (g mol⁻¹) = 85.11
- orbital gap (Eh) = 0.3940

=====

Q) C4H7NO as an isolated structure. Source: the OMol25 dataset; level of theory: the ωB97M-V functional and the def2-TZVPD basis.

The geometry in ORCA input format:
```
! RIJCOSX wB97M-V def2-TZVPD def2/J DEFGRID3
* xyz 0 1
O -0.1813 2.4200 -0.3347
N 1.5425 0.0237 -0.3954
C 0.2399 0.1660 0.1111
C 1.3681 -0.0514 1.0936
C -0.8266 -1.3375 -0.3971
C -0.6340 1.3407 -0.0185
H -0.4657 -1.2895 -1.4201
H 1.7989 0.9458 -0.7639
H -0.6160 -2.3416 -0.0034
H -1.7034 1.2036 0.2364
H -0.1727 -0.9243 0.5803
H -1.8769 -1.0759 -0.2790
H 1.5274 0.9201 1.5908
*
```

Output
- molar mass (g mol⁻¹) = 85.11
- orbital gap (Eh) = 0.2876

=====

R) A 2-piece molecular cluster, C4H7NO overall. Source: the OMol25 dataset; level of theory: the ωB97M-V functional and the def2-TZVPD basis.

The geometry in ORCA input format:
```
! RIJCOSX wB97M-V def2-TZVPD def2/J DEFGRID3
* xyz 0 1
O 0.7650 -3.7982 0.5487
N -1.2323 1.8112 -0.0805
C -1.1101 0.4298 -0.1751
C 0.9064 1.3420 -0.0073
C -0.0015 2.3733 0.0567
C 0.1973 0.1003 -0.0717
H -1.9702 -0.2340 -0.2621
H 0.0337 3.4627 0.0425
H 1.9945 1.3998 0.0204
H 0.5589 -0.9174 -0.2184
H 0.3361 -4.0456 -0.3017
H -2.1173 2.3243 -0.0771
H 1.6397 -4.2482 0.5255
*
```

Output
- SMILES = c1cc[nH]c1.O
- molar mass (g mol⁻¹) = 85.11
- orbital gap (Eh) = 0.3341

=====

S) The molecule C4H7NO. Source: the OMol25 dataset; level of theory: the ωB97M-V functional and the def2-TZVPD basis.

The geometry in ORCA input format:
```
! RIJCOSX wB97M-V def2-TZVPD def2/J DEFGRID3
* xyz 0 1
O -1.7669 -1.1303 1.3339
N 1.3306 0.2805 -1.2036
C 0.4339 -0.3817 -0.2771
C -0.0618 0.0618 -1.5969
C -1.1308 -0.1669 1.6886
C 0.0954 0.3567 0.9866
H -1.4233 0.4030 2.5975
H -0.3084 -0.7122 -2.3391
H 0.9363 0.3041 1.6904
H 0.5764 -1.4543 -0.1693
H 1.9399 -0.3529 -1.6939
H -0.0492 1.4252 0.7772
H -0.4111 1.0602 -1.7194
*
```

Output
- SMILES = O=CC[C@H]1CN1
- molar mass (g mol⁻¹) = 85.11
- orbital gap (Eh) = 0.3967

=====

Short version: P), R), S), Q), most stable first.

=====

P) The molecule C4H7NO. Source: the OMol25 dataset; level of theory: the ωB97M-V functional and the def2-TZVPD basis.

The geometry in ORCA input format:
```
! RIJCOSX wB97M-V def2-TZVPD def2/J DEFGRID3
* xyz 0 1
O 1.1414 0.3793 -1.0305
N -0.9299 0.2552 -0.0341
C -0.0656 1.0726 -0.8959
C -0.5606 0.3077 1.4763
C -0.1107 -0.8021 0.5933
C 1.2604 -0.6590 -0.0577
H -1.4773 0.0019 2.0017
H 1.5684 -1.5661 -0.5897
H 2.0121 -0.3902 0.6916
H -0.5189 1.1944 -1.8866
H -0.5630 -1.7980 0.5436
H -1.8269 -0.0323 -0.4138
H 0.0705 2.0367 -0.3984
*
```

Output
- molar mass (g mol⁻¹) = 85.11
- orbital gap (Eh) = 0.3068

=====

Q) A 3-piece molecular cluster, C4H7NO overall. Source: the OMol25 dataset; level of theory: the ωB97M-V functional and the def2-TZVPD basis.

The geometry in ORCA input format:
```
! RIJCOSX wB97M-V def2-TZVPD def2/J DEFGRID3
* xyz 0 1
O 2.2745 -0.5600 -0.9845
N -1.9869 0.6184 0.8751
C 0.3680 0.0553 -1.0520
C 0.7159 -0.3968 1.5257
C 0.6926 -0.2187 0.2476
C -1.4733 0.6326 -0.2649
H 2.3389 -1.5243 -1.0526
H 0.6209 1.0186 -1.4752
H 1.5814 -0.7952 2.0363
H -0.0321 -0.7227 -1.6900
H -2.9372 1.0017 0.9256
H -1.9891 0.9827 -1.1738
H -0.1735 -0.0915 2.0827
*
```

Output
- molar mass (g mol⁻¹) = 85.11
- orbital gap (spin up / spin down) (Eh) = 0.3114 / 0.3114

=====

Short version: P), Q), most stable first.

=====

P) A 2-piece molecular cluster, C4H7NO overall. Source: the OMol25 dataset; level of theory: the ωB97M-V functional and the def2-TZVPD basis.

The geometry in ORCA input format:
```
! RIJCOSX wB97M-V def2-TZVPD def2/J DEFGRID3
* xyz 0 1
O 0.7900 1.0372 -1.5270
N -1.6908 -0.7862 -1.1781
C 0.4870 0.5819 -0.4938
C -0.7556 -1.3938 -1.7835
C 0.2696 0.1833 0.7401
C 0.8452 1.1478 1.7379
H -0.3152 -0.8684 -2.6285
H -1.9268 -1.2461 -0.2978
H -0.2522 -0.7282 1.0108
H -0.2555 -2.3126 -1.4438
H 0.9764 2.1105 1.2330
H 0.1511 1.3005 2.5669
H 1.8203 0.8004 2.0928
*
```

Output
- SMILES = CC=C=O.C=N
- molar mass (g mol⁻¹) = 85.11
- orbital gap (Eh) = 0.3506

=====

Q) A 2-piece molecular cluster, C4H7NO overall. Source: the OMol25 dataset; level of theory: the ωB97M-V functional and the def2-TZVPD basis.

The geometry in ORCA input format:
```
! RIJCOSX wB97M-V def2-TZVPD def2/J DEFGRID3
* xyz 0 1
O 0.2917 0.1662 2.4161
N -1.0630 0.1116 -1.2103
C -0.1121 -0.7981 1.8892
C -0.5616 -1.8682 1.2796
C 1.1916 0.8925 -0.8047
C -0.2702 1.0937 -1.0581
H 1.4227 -0.1755 -0.7756
H 1.7837 1.3708 -1.5939
H -0.6092 2.1386 -1.1018
H -0.6632 -2.8004 1.8187
H -2.0161 0.4414 -1.3703
H -0.8303 -1.7631 0.2327
H 1.4806 1.3517 0.1477
*
```

Output
- SMILES = [H]/N=C/C.C=C=O
- molar mass (g mol⁻¹) = 85.11
- orbital gap (Eh) = 0.3685

=====

R) The molecule C4H7NO. Source: the OMol25 dataset; level of theory: the ωB97M-V functional and the def2-TZVPD basis.

The geometry in ORCA input format:
```
! RIJCOSX wB97M-V def2-TZVPD def2/J DEFGRID3
* xyz 0 1
O -2.2487 -0.0009 0.9894
N -0.0952 -0.6902 1.4947
C 0.0753 1.1826 -1.1244
C 0.9071 -0.7899 0.4213
C -1.0976 -0.2330 0.7076
C -0.1760 -0.1939 -0.5313
H 1.2303 -1.8074 0.1676
H 0.4801 1.8660 -0.3691
H -0.5052 -0.9030 -1.2984
H 1.7895 -0.1533 0.5641
H -0.2757 -1.0221 2.4310
H -0.8645 1.6073 -1.4914
H 0.7807 1.1377 -1.9611
*
```

Output
- SMILES = C[C@H]1CNC1=O
- molar mass (g mol⁻¹) = 85.11
- orbital gap (Eh) = 0.3916

=====

S) The molecule C4H7NO. Source: the OMol25 dataset; level of theory: the ωB97M-V functional and the def2-TZVPD basis.

The geometry in ORCA input format:
```
! RIJCOSX wB97M-V def2-TZVPD def2/J DEFGRID3
* xyz 0 1
O -0.7606 0.9234 -0.7863
N -1.6066 -0.5089 0.7567
C -0.4375 -1.1730 0.1777
C 1.4597 0.6043 0.1306
C -1.6975 0.5945 0.1459
C 0.2988 -0.0596 -0.6077
H 0.6150 -0.4044 -1.5972
H 2.1018 -0.1522 0.5934
H -2.4953 1.3141 0.3192
H 1.0707 1.2560 0.9196
H 0.1636 -1.6407 0.9641
H -0.7953 -1.9715 -0.4865
H 2.0832 1.2179 -0.5294
*
```

Output
- SMILES = C[C@H]1CN=CO1
- molar mass (g mol⁻¹) = 85.11
- orbital gap (Eh) = 0.3914

=====

Short version: R), S), Q), P), most stable first.

=====

P) The molecule C4H7NO. Source: the OMol25 dataset; level of theory: the ωB97M-V functional and the def2-TZVPD basis.

The geometry in ORCA input format:
```
! RIJCOSX wB97M-V def2-TZVPD def2/J DEFGRID3
* xyz 0 1
O 0.9910 0.7053 -2.0618
N -1.3795 0.1798 -0.4696
C 1.0294 0.7286 -0.8515
C 0.2128 0.1682 1.5119
C 0.0026 0.0752 0.0200
C -0.6908 -1.0881 -0.6004
H 0.3761 1.2049 1.8288
H 1.0803 -0.4262 1.8222
H -1.3769 0.6578 -1.3700
H -0.3517 -1.3937 -1.5879
H -0.6729 -0.2079 2.0310
H 1.8321 1.2797 -0.3203
H -1.0525 -1.8835 0.0474
*
```

Output
- SMILES = C[C@@]1(C=O)CN1
- molar mass (g mol⁻¹) = 85.11
- orbital gap (Eh) = 0.3950

=====

Q) The molecule C4H7NO. Source: the OMol25 dataset; level of theory: the ωB97M-V functional and the def2-TZVPD basis.

The geometry in ORCA input format:
```
! RIJCOSX wB97M-V def2-TZVPD def2/J DEFGRID3
* xyz 0 1
O -0.3418 -2.2273 -1.3363
N 0.0669 -0.2342 -0.2790
C -0.3526 0.5479 0.8356
C -0.7276 -1.2642 -0.7067
C 1.4863 -0.4153 -0.4815
C -1.0610 1.6612 0.7455
H -1.4271 2.0475 -0.2019
H -1.7676 -1.1066 -0.4086
H 1.6814 -0.4741 -1.5503
H 2.0582 0.4040 -0.0465
H -1.3588 2.2255 1.6341
H -0.0524 0.1895 1.8217
H 1.7960 -1.3540 -0.0261
*
```

Output
- SMILES = C=CN(C)C=O
- molar mass (g mol⁻¹) = 85.11
- orbital gap (Eh) = 0.3890

=====

R) A 2-piece molecular cluster, C4H7NO overall. Source: the OMol25 dataset; level of theory: the ωB97M-V functional and the def2-TZVPD basis.

The geometry in ORCA input format:
```
! RIJCOSX wB97M-V def2-TZVPD def2/J DEFGRID3
* xyz 0 1
O -2.2992 -1.0290 2.1487
N 0.1559 -0.8084 -0.4907
C 0.7433 1.0521 -1.5327
C 0.2819 -0.2180 -1.7051
C 1.1020 1.1484 -0.1446
C 0.7646 -0.0177 0.4880
H 0.1089 -0.7608 -2.6170
H 1.3938 2.0404 0.3885
H -2.3707 -0.2003 1.6394
H 1.2178 -0.6167 1.2586
H -2.0445 -0.7318 3.0285
H 0.8955 1.9321 -2.1386
H 0.0507 -1.7904 -0.3229
*
```

Output
- SMILES = c1cc[nH]c1.O
- molar mass (g mol⁻¹) = 85.11
- orbital gap (Eh) = 0.3403

=====

S) The molecule C4H7NO. Source: the OMol25 dataset; level of theory: the ωB97M-V functional and the def2-TZVPD basis.

The geometry in ORCA input format:
```
! RIJCOSX wB97M-V def2-TZVPD def2/J DEFGRID3
* xyz 0 1
O -1.3078 -2.4757 0.7118
N -1.2466 -0.2752 -0.1880
C -0.7545 -1.4783 0.3333
C 0.3568 1.6097 0.2430
C 0.0966 0.2748 -0.4280
C 0.6984 -1.0231 0.1600
H -0.4280 2.3169 -0.0490
H 1.3324 -0.9642 1.0457
H 1.3187 2.0113 -0.0924
H -1.8878 -0.2669 -0.9670
H 0.3616 1.5358 1.3361
H 0.2763 0.3739 -1.5021
H 1.1838 -1.6391 -0.6036
*
```

Output
- SMILES = C[C@H]1CC(=O)N1
- molar mass (g mol⁻¹) = 85.11
- orbital gap (Eh) = 0.3891

=====

Short version: S), Q), R), P), most stable first.

=====

P) C4H7NO as an isolated structure. Source: the OMol25 dataset; level of theory: the ωB97M-V functional and the def2-TZVPD basis.

The geometry in ORCA input format:
```
! RIJCOSX wB97M-V def2-TZVPD def2/J DEFGRID3
* xyz 0 1
O -0.2512 -0.8255 -2.7730
N -0.1404 -0.2912 0.6611
C 0.2346 0.7670 1.5094
C 1.2567 -0.0369 0.8698
C -0.5891 0.1576 -0.6563
C -0.9455 -1.0411 -1.6284
H 0.2181 1.7183 1.1009
H 1.8419 -0.8672 1.4295
H -0.1851 0.5803 2.4967
H 0.0623 0.9105 -1.2801
H -1.5830 0.7482 -0.4573
H 1.7866 0.3139 -0.0344
H -1.7059 -2.1338 -1.2379
*
```

Output
- molar mass (g mol⁻¹) = 85.11
- orbital gap (Eh) = 0.3749

=====

Q) The molecule C4H7NO. Source: the OMol25 dataset; level of theory: the ωB97M-V functional and the def2-TZVPD basis.

The geometry in ORCA input format:
```
! RIJCOSX wB97M-V def2-TZVPD def2/J DEFGRID3
* xyz 0 1
O -2.8792 0.2637 0.2625
N 0.2087 0.8442 1.2163
C 2.0918 -0.1812 -0.3147
C -0.4526 0.1913 0.3915
C 0.9113 -0.4193 0.6545
C -1.7418 0.1638 -0.5062
H 2.8323 0.4450 0.1507
H 1.5971 0.1631 -1.2871
H -2.8948 0.9017 0.9244
H -1.6859 0.9462 -1.2871
H 2.5977 -1.1041 -0.6001
H -1.8228 -0.9366 -0.9086
H 1.2383 -1.2779 1.3041
*
```

Output
- SMILES = C[C@H]1N=C1CO
- molar mass (g mol⁻¹) = 85.11
- orbital gap (Eh) = 0.3759

=====

Short version: Q), P), most stable first.